[1]
Molecular formula: C6H9F3N
Method: DFT, ωB97M-V/def2-TZVPD

XYZ file:
```
19
Properties=species:S:1:pos:R:3:forces:R:3
F -1.2964 -0.4819 -1.2147 -0.3 0.7 -0.8
F -1.9425 -2.0704 -0.1196 -0.8 -0.1 2.1
F -2.0063 -0.0254 0.7204 0.0 2.1 4.5
N 0.7883 0.6419 -0.5345 0.5 0.9 -3.8
C -2.2485 -0.7655 -0.2197 2.3 -4.4 -5.7
C 1.6616 -0.2754 -1.3456 -0.8 1.0 -0.3
C -0.1459 1.4045 -1.0215 0.9 -1.2 -0.6
C 0.1173 0.7520 1.9089 1.3 3.3 -1.7
C 0.7124 0.4592 0.7474 -1.2 -0.9 7.0
C 0.8911 -0.4710 1.9132 3.2 0.0 0.7
H -3.1141 -0.6595 -0.7511 -3.1 0.4 -0.5
H 0.3708 -1.3721 1.9144 -0.8 -1.7 0.1
H -0.3882 1.3856 -2.0709 0.5 0.6 -0.2
H 2.6030 0.1689 -1.5651 0.5 1.0 -0.5
H -0.1226 1.6903 2.4655 -0.3 -1.4 -0.3
H 1.0898 -0.5366 -2.2221 0.1 -0.2 -0.3
H -0.8208 1.7702 -0.2839 -0.3 0.9 0.1
H 1.9571 -1.1219 -0.7872 -0.5 -1.0 0.9
H 1.8937 -0.4928 2.4662 -1.4 -0.1 -0.8
```
Positions in Å, forces in eV/Å.

Energy above the lowest of the compared OMol25 structures with the same formula, charge and spin (kcal/mol): 48.7
E_HOMO (spin up / spin down) (Eh): -0.4881 / -0.4881
M (g/mol): 152.139
Lowest unoccupied orbital energy (spin up / spin down) (eV): -5.28 / -5.28
HOMO-LUMO gap (spin up / spin down) (eV): 8.00 / 8.00
Total charge: +1

***

[2]
Molecular formula: C6H9F3N2
Method: DFT, ωB97M-V/def2-TZVPD

XYZ file:
```
20
Properties=species:S:1:pos:R:3:forces:R:3
F 2.2511 0.8806 -1.1507 0.4 -1.3 -0.6
F 1.0554 2.2890 -0.2070 -1.3 1.5 -0.9
F -2.3779 -1.5501 0.7243 1.6 -0.2 0.7
N -1.3639 0.2983 1.3284 0.3 0.4 0.8
N -0.1767 -1.2343 -0.0650 1.0 1.4 2.4
C 0.0157 0.1325 -0.5101 1.4 -0.6 -2.8
C -0.8550 0.9006 0.3483 -4.1 1.7 -2.1
C 1.2790 0.9571 -0.2209 2.6 -0.7 2.6
C 1.7580 0.7837 1.2439 -0.3 -0.1 -1.0
C 1.1141 -1.9736 -0.1994 -0.4 0.3 -0.7
C -1.0615 -1.0661 1.1545 0.0 -3.5 -0.3
H 1.1308 -2.0533 -1.3320 0.6 -0.7 1.3
H -1.2662 1.8558 -0.0525 0.8 -0.3 1.2
H 1.0193 -2.9354 0.3362 0.3 0.4 -0.6
H 0.9824 1.3838 1.7351 0.7 -0.7 0.8
H 0.0646 0.0610 -1.6505 -1.2 1.0 1.1
H 2.0694 -1.4019 0.1036 -1.6 -1.0 -0.3
H -0.7732 -1.7370 2.0928 -0.6 1.6 -2.0
H 1.9446 -0.2184 1.5661 -0.9 -0.7 0.4
H 2.7316 1.1801 1.3783 0.8 1.2 -0.2
```
Positions in Å, forces in eV/Å.

Energy above the lowest of the compared OMol25 structures with the same formula, charge and spin (kcal/mol): 14.8
E_HOMO (Eh): -0.3506
M (g/mol): 166.146
Lowest unoccupied orbital energy (eV): 0.69
SMILES: CN1[C@H](F)N=C[C@H]1C(C)(F)F
HOMO-LUMO gap (eV): 10.23

***

[3]
Molecular formula: C6H9FO
Method: DFT, ωB97M-V/def2-TZVPD

XYZ file:
```
17
Properties=species:S:1:pos:R:3:forces:R:3
F -2.4403 -0.9573 0.1679 -0.1 -0.7 -0.1
O -0.2346 1.7206 0.0458 -0.5 0.4 -0.5
C 1.0979 -1.2956 -0.0979 -0.2 1.3 0.2
C -0.1172 -0.5908 0.5605 1.1 -0.5 0.6
C 0.6304 0.7576 0.5935 0.1 -0.7 0.1
C -1.5517 1.1280 -0.1882 1.0 1.8 0.0
C 1.6875 0.1178 -0.3497 0.7 1.0 -1.4
C -1.2829 -0.3473 -0.3265 -1.5 0.0 -0.4
H -0.3778 -0.9280 1.5565 -0.6 -0.4 -0.1
H -1.1792 -0.6807 -1.3836 0.2 0.2 0.7
H 2.7550 0.3062 -0.0938 -0.7 -0.3 -0.2
H 1.0212 1.0742 1.5922 -0.3 -0.2 -0.8
H 1.6663 -1.7928 0.6541 0.4 -0.7 0.3
H -1.9692 1.6448 -1.1132 0.3 -0.7 1.4
H -2.1311 1.2918 0.7598 0.0 -0.1 -1.1
H 0.8996 -1.9257 -0.9567 0.0 -0.1 0.0
H 1.5261 0.4770 -1.4207 0.2 -0.4 1.4
```
Positions in Å, forces in eV/Å.

Energy above the lowest of the compared OMol25 structures with the same formula, charge and spin (kcal/mol): 15.4
E_HOMO (Eh): -0.3562
M (g/mol): 116.135
Lowest unoccupied orbital energy (eV): 1.11
SMILES: F[C@H]1CO[C@@H]2CC[C@H]12
HOMO-LUMO gap (eV): 10.80

***

[4]
Molecular formula: C6H9HgNO5
Method: DFT, ωB97M-V/def2-TZVPD

XYZ file:
```
22
Properties=species:S:1:pos:R:3:forces:R:3
Hg 0.0780 -3.9474 0.0666 0.0 0.0 0.0
O -1.4926 -1.5142 -0.5328 0.1 0.0 0.0
O 2.6584 -1.6729 -0.3949 0.0 0.0 0.0
O -2.8465 -0.5905 -2.0722 0.0 0.0 0.0
O -0.8293 -1.1874 1.9918 0.0 0.0 0.0
O 3.2710 -0.5073 -2.3025 0.0 0.0 0.0
N -0.1951 1.0198 -0.1622 0.0 0.1 0.0
C -0.2763 1.0868 1.2796 0.0 0.0 0.0
C -1.3889 0.8675 -0.9654 0.0 0.0 0.0
C -1.9539 -0.5599 -1.2177 -0.1 0.0 0.0
C 2.9296 -1.0655 -1.3422 0.0 0.0 0.0
C 1.0199 1.1861 -0.7598 0.0 0.0 0.0
C 0.1499 -0.1866 2.0084 0.0 0.0 0.0
H 1.0382 1.3301 -1.8300 0.0 0.0 0.0
H 0.3420 0.0669 3.0569 0.0 0.0 0.0
H -1.1998 1.3017 -1.9475 0.0 0.0 0.0
H 0.3593 1.9165 1.6212 0.0 0.0 0.0
H 1.8287 1.5692 -0.1501 0.0 0.0 0.0
H -1.3083 1.3122 1.5593 0.0 0.0 0.0
H -2.2007 1.4478 -0.5154 0.0 0.0 0.0
H 1.0966 -0.5330 1.5695 0.0 0.0 0.0
H -1.0805 -1.3398 1.0394 0.0 0.0 0.0
```
Positions in Å, forces in eV/Å.

Energy above the lowest of the compared OMol25 structures with the same formula, charge and spin (kcal/mol): 0.0
E_HOMO (spin up / spin down) (Eh): -0.1078 / -0.1829
M (g/mol): 375.730
Lowest unoccupied orbital energy (spin up / spin down) (eV): 3.05 / 3.02
2S+1: 2
Expectation value of S²: 0.753
HOMO-LUMO gap (spin up / spin down) (eV): 5.99 / 8.00
Total charge: -1

***

[5]
Molecular formula: C6H9LiO6Tl
Method: DFT, ωB97M-V/def2-TZVPD

XYZ file:
```
23
Properties=species:S:1:pos:R:3:forces:R:3
Tl -3.3143 -3.3278 -5.7677 1.0 0.8 1.3
O -0.3224 0.1229 -0.1234 -0.3 1.6 0.8
O -1.5966 -1.5539 -4.6578 -0.6 0.3 -0.5
O -2.3177 -3.0238 -3.1752 -0.7 -0.2 0.1
O 1.3382 3.8622 2.4519 0.1 0.2 -0.2
O -0.9330 -1.3554 -2.5615 0.1 0.4 0.0
O 1.9290 1.7706 2.9391 0.6 -0.2 0.2
C 1.5836 1.3028 1.6275 0.0 0.1 -0.4
C 0.1485 -1.1392 -0.4424 1.2 0.1 0.7
C 0.0947 0.9759 1.5306 0.5 -0.4 -0.4
C -1.6841 -1.9833 -3.4807 0.4 -1.2 -0.8
C -0.8289 -1.9437 -1.2697 -0.4 -0.2 0.3
C 1.9455 3.0892 3.2285 -0.3 0.4 0.4
Li 1.9176 5.0075 3.8324 -0.1 -0.7 -0.4
H -0.7260 1.4690 2.8328 0.8 0.0 -0.3
H 2.1871 0.3990 1.4737 -0.2 0.2 0.0
H 1.8635 2.0484 0.8731 -0.2 -0.2 0.2
H -0.4660 -2.9776 -1.3557 -0.1 0.2 0.0
H -1.8161 -1.9593 -0.7865 0.2 0.0 -0.1
H -0.4107 1.8950 1.1980 -0.7 -1.1 0.0
H 1.1167 -1.0397 -0.9723 -0.2 -0.3 -0.1
H 0.3699 -1.6944 0.4900 -0.1 -0.2 -0.3
H -0.0785 0.0556 2.1152 -0.9 0.4 -0.7
```
Positions in Å, forces in eV/Å.

Energy above the lowest of the compared OMol25 structures with the same formula, charge and spin (kcal/mol): 41.3
E_HOMO (spin up / spin down) (Eh): -0.2870 / -0.2872
M (g/mol): 388.456
Lowest unoccupied orbital energy (spin up / spin down) (eV): -0.62 / -0.62
2S+1: 2
Expectation value of S²: 0.794
HOMO-LUMO gap (spin up / spin down) (eV): 7.19 / 7.20

***

[6]
Molecular formula: C6H9N
Method: DFT, ωB97M-V/def2-TZVPD

XYZ file:
```
16
Properties=species:S:1:pos:R:3:forces:R:3
N 0.9962 -0.6641 -0.3515 0.0 0.1 0.3
C -0.9424 0.3601 0.7405 -0.1 0.3 0.2
C -0.2241 -0.2236 -1.1320 0.0 0.1 -0.3
C 0.2573 -1.4643 0.4326 0.3 -0.3 0.0
C -1.0498 -0.9743 -0.0536 -0.1 -0.2 0.1
C -0.7801 1.0970 -0.5822 0.1 0.2 -0.1
C 1.7514 0.3240 0.3065 0.5 -0.2 -0.3
H 2.3445 0.9636 -0.3448 0.0 -0.1 0.0
H -1.9530 -1.5707 -0.2082 0.2 0.2 0.1
H -1.6379 0.6109 1.5360 0.1 0.0 -0.2
H -0.1413 1.9866 -0.6080 -0.1 -0.1 0.0
H 0.3854 0.6320 1.0100 -0.9 -0.2 0.2
H 0.5815 -1.8080 1.4123 0.0 0.0 -0.2
H -1.7319 1.2762 -1.0951 0.1 0.0 0.1
H -0.1821 -0.4515 -2.1978 0.0 0.0 0.2
H 2.3263 -0.0938 1.1353 -0.1 0.1 0.0
```
Positions in Å, forces in eV/Å.

Energy above the lowest of the compared OMol25 structures with the same formula, charge and spin (kcal/mol): 145.4
E_HOMO (spin up / spin down) (Eh): -0.2618 / -0.2618
M (g/mol): 95.145
Lowest unoccupied orbital energy (spin up / spin down) (eV): 0.81 / 0.81
HOMO-LUMO gap (spin up / spin down) (eV): 7.94 / 7.93